Entry 1:
# C21H31ClF4N2O12P2S

A cluster of 3 separate species, C21H31ClF4N2O12P2S in total at a distorted geometry (ωB97M-V with the def2-TZVPD basis set, the OMol25 dataset).

## Properties
* HOMO-LUMO gap: 0.2615 hartree
* LUMO level: -0.0639 Eh
* highest occupied orbital energy: -8.85 eV

The geometry in XYZ format:
```
74
Properties=species:S:1:pos:R:3:forces:R:3
C 4.848 1.571 -1.625 -0.780 0.190 -0.319
C 3.353 1.969 -1.636 0.918 -0.026 -0.056
C 2.702 1.774 -0.275 -0.153 -0.295 -0.543
F 3.540 2.154 0.758 -0.011 0.286 0.074
C 1.349 2.444 -0.164 0.036 -0.628 0.310
C 0.237 1.614 -0.105 -0.124 0.438 0.089
C -1.010 2.202 -0.039 -0.520 0.003 0.266
C -1.187 3.571 0.011 -0.026 0.462 0.187
C -0.081 4.421 0.006 -0.250 -0.089 -0.243
S -0.294 6.187 0.127 0.455 1.687 1.999
O -1.457 6.555 0.861 -1.003 -0.823 -0.792
O 0.874 6.810 0.665 0.779 -0.408 -0.622
C -0.429 6.863 -1.619 0.605 0.135 0.273
F -0.862 5.958 -2.484 -0.274 -0.042 -0.069
F 0.779 7.277 -1.982 0.133 -0.268 -0.232
F -1.210 7.925 -1.584 -0.469 -0.165 -0.070
C 1.182 3.831 -0.105 0.380 0.330 -0.066
Cl 2.618 4.778 -0.190 -0.005 0.044 -0.068
C -2.693 3.816 0.063 0.896 -0.823 -1.062
O -3.332 4.715 0.452 -0.699 1.064 0.222
N -3.268 2.586 -0.434 -2.618 0.398 0.733
N -3.269 2.507 -1.875 2.510 -1.196 -0.346
C -3.876 1.451 -2.303 -1.417 0.305 0.428
C -5.285 1.107 -1.868 0.756 -0.889 0.509
C -3.197 0.490 -3.234 -0.227 0.605 -0.419
C -2.377 1.579 0.023 1.566 0.208 -0.316
O -2.644 0.487 0.417 -0.384 -0.425 -0.303
H 5.019 0.809 -0.876 0.270 -0.130 0.148
H 5.454 2.456 -1.466 0.226 -0.094 0.294
H 5.088 1.175 -2.607 0.230 -0.092 -0.054
H 2.851 1.328 -2.357 -0.373 -0.019 0.040
H 3.293 2.992 -1.992 -0.296 0.089 -0.034
H 2.556 0.703 -0.158 0.011 -0.171 0.209
H 0.326 0.539 -0.123 0.137 -0.104 0.055
H -5.661 0.290 -2.475 -0.087 -0.067 -0.115
H -5.259 0.748 -0.841 -0.371 0.173 0.170
H -5.935 1.964 -1.992 0.014 0.218 0.261
H -2.230 0.269 -2.793 0.280 0.141 -0.248
H -3.099 0.874 -4.248 0.230 -0.040 -0.103
H -3.750 -0.441 -3.254 -0.217 -0.041 -0.146
C -4.282 -1.420 2.235 -0.124 -0.119 -0.193
O -4.313 -2.821 2.621 2.192 1.818 1.329
P -2.865 -3.594 2.672 -1.284 -4.989 -1.948
O -2.642 -4.040 1.272 0.260 0.813 0.445
O -3.368 -4.769 3.665 -0.233 0.649 0.196
C -4.699 -4.906 4.162 0.020 -0.331 -0.071
O -1.419 -3.522 3.375 -1.057 2.117 0.671
C -0.387 -4.333 2.816 0.553 0.035 -0.313
H -5.303 -1.050 2.239 -0.044 -0.146 0.057
H -3.693 -0.838 2.943 -0.027 0.011 -0.014
H -3.865 -1.316 1.237 0.026 -0.051 0.007
H -5.350 -5.307 3.385 -0.075 0.098 -0.008
H -5.092 -3.964 4.533 -0.008 0.042 -0.054
H -4.663 -5.615 4.987 0.117 -0.037 -0.043
H -0.084 -3.947 1.846 -0.088 -0.138 -0.075
H -0.711 -5.368 2.738 -0.104 0.044 -0.094
H 0.463 -4.276 3.495 -0.138 0.123 0.119
C 2.377 -2.332 -2.388 -0.012 0.216 -0.038
O 3.693 -2.469 -1.823 -1.711 -3.207 0.182
P 3.790 -2.903 -0.204 4.399 6.179 3.052
O 3.740 -1.477 0.283 -0.689 -0.180 -0.437
O 5.282 -3.510 -0.267 -0.930 -0.839 -0.727
C 6.013 -3.729 -1.476 0.301 0.051 -0.010
O 3.470 -3.594 1.252 -1.162 -2.512 -2.151
C 3.802 -2.870 2.438 -0.245 0.303 0.376
H 2.494 -2.042 -3.430 0.108 0.008 0.018
H 1.830 -3.273 -2.346 -0.036 0.024 -0.074
H 1.820 -1.556 -1.859 0.032 -0.019 0.032
H 6.394 -2.782 -1.857 -0.097 0.016 -0.071
H 5.409 -4.223 -2.232 -0.048 0.068 -0.017
H 6.855 -4.373 -1.230 -0.048 0.010 0.141
H 3.141 -2.020 2.577 0.098 0.081 -0.085
H 4.840 -2.545 2.401 -0.051 0.073 -0.086
H 3.663 -3.567 3.264 -0.020 -0.152 -0.158
```
Positions in Å, forces in eV/Å.

---

Entry 2:
# C27H24F8N3S

A cluster of 2 separate species, C27H24F8N3S in total at a distorted geometry (ωB97M-V with the def2-TZVPD basis set, the OMol25 dataset).

## Properties
* ΔE to the lowest compared entry with this formula, charge and spin: 50.08 kcal per mole
* HOMO-LUMO gap: 0.2326 hartree
* LUMO level: -0.1783 Eh
* highest occupied orbital energy: -11.18 eV
* total charge: +1

The geometry in XYZ format:
```
63
Properties=species:S:1:pos:R:3:forces:R:3
F 4.608 -3.673 1.740 -0.666 -0.051 1.101
C 3.923 -3.742 2.928 0.972 -0.595 -0.071
F 3.534 -5.031 3.094 0.170 0.892 -0.101
F 4.834 -3.459 3.918 -0.925 -0.274 -0.966
C 2.774 -2.765 2.962 0.052 0.319 -0.191
C 1.463 -3.140 3.215 -0.079 0.374 0.254
C 0.474 -2.144 3.355 0.603 0.317 -0.004
N -0.816 -2.537 3.744 -0.681 0.360 0.301
C -1.817 -1.718 4.273 0.129 -0.604 -0.364
S -1.644 -0.168 4.913 -0.060 -1.154 -0.114
N -3.039 -2.341 4.221 -0.705 -0.723 -0.741
C -4.275 -1.574 4.470 -0.022 -0.167 0.065
C -4.565 -0.640 3.285 1.013 0.204 -0.319
C -4.980 -1.425 2.033 0.022 -0.136 -0.381
C -6.330 -0.844 1.576 -0.070 -0.303 -0.385
C -6.766 0.122 2.671 -0.323 0.078 -0.547
N -5.577 0.398 3.491 -1.121 0.870 1.526
C 0.791 -0.802 3.112 0.450 0.117 -0.140
C 2.116 -0.460 2.806 0.092 -0.555 0.005
C 2.478 0.981 2.558 0.399 0.904 -0.182
F 3.768 1.137 2.142 -1.259 -0.151 0.412
F 1.678 1.543 1.596 0.485 -0.360 0.743
F 2.327 1.751 3.684 0.019 -0.599 -0.897
C 3.113 -1.426 2.748 -0.050 0.199 0.031
H 1.199 -4.188 3.344 0.137 0.181 0.075
H -0.999 -3.543 3.695 -0.015 0.688 0.044
H -3.147 -3.238 3.663 0.323 1.802 1.051
H -5.115 -2.282 4.567 0.394 0.175 0.234
H -4.134 -0.984 5.383 -0.103 -0.293 -0.085
H -3.649 -0.076 3.117 0.342 -0.152 -0.113
H -4.223 -1.342 1.236 -0.297 -0.088 0.350
H -5.097 -2.492 2.268 0.136 0.283 -0.022
H -6.224 -0.304 0.621 -0.046 -0.267 0.352
H -7.087 -1.630 1.430 0.333 0.314 -0.028
H -7.039 1.047 2.192 -0.224 0.007 -0.207
H -7.640 -0.229 3.233 0.386 -0.033 0.163
H -5.795 0.621 4.466 0.045 -0.671 -0.253
H 0.038 -0.013 3.186 0.389 -0.519 -0.090
H 4.148 -1.145 2.532 -0.426 -0.142 0.116
F -6.629 7.053 4.285 -0.283 -1.579 -0.523
C -6.932 5.759 3.914 -0.085 0.693 0.489
C -8.263 5.436 3.652 0.533 -0.449 -0.120
C -8.554 4.106 3.312 0.184 0.206 0.397
C -7.550 3.139 3.329 0.446 0.375 -0.143
C -6.173 3.458 3.532 -2.095 0.839 0.447
C -5.103 2.491 3.234 1.387 -0.189 -1.508
C -3.780 2.712 3.802 1.100 0.185 0.137
C -2.623 2.430 3.016 -0.505 0.324 -0.107
C -1.345 2.740 3.471 0.231 -0.039 0.214
C -1.151 3.328 4.733 -0.414 -0.035 -0.340
C -2.286 3.705 5.456 -0.257 0.134 0.699
F -2.135 4.431 6.617 -0.155 -1.023 -1.292
C -3.579 3.362 5.057 0.143 -0.208 -0.337
C -5.898 4.832 3.865 0.138 -1.032 -0.319
H -9.039 6.185 3.740 0.102 0.040 -0.147
H -9.581 3.819 3.049 0.534 0.132 0.338
H -7.853 2.112 3.191 -0.028 0.373 -0.042
H -5.090 2.107 2.185 0.025 0.699 0.986
H -2.744 2.051 1.991 0.015 0.007 0.549
H -0.470 2.507 2.843 -0.535 0.137 0.413
H -0.149 3.486 5.140 -0.395 0.149 -0.198
H -4.433 3.620 5.684 0.364 -0.063 -0.062
H -4.879 5.160 4.047 -0.268 0.078 -0.150
```
Positions in Å, forces in eV/Å.

---

Entry 3:
# C3H4FN3S

A structure of composition C3H4FN3S at a distorted geometry (ωB97M-V with the def2-TZVPD basis set, the OMol25 dataset).

## Properties
* ΔE to the lowest compared entry with this formula, charge and spin: 30.13 kcal per mole
* HOMO-LUMO gap: 0.3137 hartree
* LUMO level: 0.0199 Eh
* highest occupied orbital energy: -7.99 eV

The geometry in XYZ format:
```
12
Properties=species:S:1:pos:R:3:forces:R:3
C 0.059 -0.022 0.313 0.831 6.243 -2.280
C -0.439 -1.251 0.056 0.507 -1.265 -1.249
C -0.133 1.006 -0.788 -0.454 -3.707 2.125
N -0.873 -1.337 -1.182 -1.538 -1.497 -0.121
N -0.263 -2.393 0.833 -3.202 -1.077 -1.131
N 0.123 2.323 -0.943 -1.250 0.782 -3.390
F 0.804 0.418 1.333 0.213 -0.395 1.324
S -0.942 0.071 -1.926 -0.123 0.621 -1.141
H 0.343 -2.169 1.551 1.027 -0.022 2.214
H -1.187 -2.877 1.106 2.326 1.155 -0.454
H 0.531 2.871 -0.260 0.825 0.919 1.539
H -0.183 2.856 -1.846 0.838 -1.756 2.564
```
Positions in Å, forces in eV/Å.

---

| no. | energy (hartree) |
| --- | --- |
| 1 | -3771.61101 |
| 2 | -2404.40871 |
| 3 | -778.98888 |